Below is a 7-piece molecular cluster, C35H72BrFNO14S7 overall at a distorted geometry, with properties calculated with ωB97M-V/def2-TZVPD.

Last column: Löwdin charge in e.
CARTESIAN COORDINATES (ANGSTROEM)
C (-0.173, -5.939, 1.469)  -0.05
C (0.541, -4.619, 1.784)  -0.18
C (-0.360, -3.387, 1.585)  -0.12
N (-0.287, -2.350, 2.678)  -0.19
C (-0.810, -2.969, 3.962)  -0.18
C (-2.248, -3.428, 4.023)  -0.14
C (-2.510, -4.896, 3.685)  -0.39
C (-1.775, -5.888, 4.586)  -0.04
C (-4.010, -5.076, 3.971)  -0.06
C (1.072, -1.664, 2.814)  -0.58
Br (2.121, -2.314, 4.360)  0.87
C (2.028, -1.756, 1.643)  -0.28
C (1.693, -1.008, 0.359)  -0.08
S (-1.436, -1.018, 2.246)  0.66
O (-1.899, -0.351, 3.396)  -0.17
O (-2.421, -1.520, 1.396)  -0.16
F (-0.654, 0.027, 1.430)  -0.07
H (-1.135, -5.775, 1.018)  0.08
H (-0.241, -6.578, 2.327)  0.06
H (0.400, -6.477, 0.735)  0.08
H (1.318, -4.553, 1.045)  0.10
H (1.050, -4.658, 2.731)  0.10
H (-1.363, -3.749, 1.471)  0.11
H (-0.124, -2.964, 0.630)  0.12
H (-0.680, -2.230, 4.731)  0.11
H (-0.203, -3.793, 4.276)  0.08
H (-2.522, -3.340, 5.054)  0.13
H (-2.989, -2.847, 3.496)  0.11
H (-2.437, -5.109, 2.631)  0.09
H (-0.906, -5.498, 5.098)  0.08
H (-1.550, -6.776, 4.024)  0.07
H (-2.450, -6.220, 5.356)  0.08
H (-4.244, -6.121, 4.069)  0.09
H (-4.194, -4.613, 4.929)  0.09
H (-4.592, -4.573, 3.229)  0.04
H (0.946, -0.631, 3.076)  0.09
H (2.333, -2.755, 1.395)  0.10
H (2.941, -1.315, 2.000)  0.09
H (1.575, 0.044, 0.546)  0.06
H (2.545, -1.082, -0.286)  0.07
H (0.847, -1.370, -0.204)  0.07
C (-5.157, 2.387, 5.922)  -0.21
C (-5.336, 2.387, 7.445)  -0.20
C (-5.538, 0.930, 7.882)  -0.21
S (-4.680, -0.071, 6.666)  0.66
O (-5.649, -0.868, 5.948)  -0.34
O (-3.516, -0.677, 7.276)  -0.34
C (-4.162, 1.272, 5.621)  -0.26
H (-4.799, 3.345, 5.556)  0.11
H (-6.114, 2.175, 5.438)  0.12
H (-4.439, 2.792, 7.915)  0.12
H (-6.174, 3.007, 7.754)  0.12
H (-5.117, 0.733, 8.864)  0.10
H (-6.587, 0.645, 7.866)  0.11
H (-4.172, 0.951, 4.584)  0.10
H (-3.159, 1.552, 5.918)  0.07
C (-6.529, -1.443, -0.365)  -0.21
C (-6.848, -1.628, 1.125)  -0.20
C (-6.831, -3.134, 1.415)  -0.21
S (-5.698, -3.859, 0.223)  0.67
O (-6.438, -4.725, -0.655)  -0.30
O (-4.511, -4.319, 0.906)  -0.34
C (-5.328, -2.341, -0.647)  -0.23
H (-6.314, -0.404, -0.607)  0.12
H (-7.381, -1.760, -0.968)  0.12
H (-6.085, -1.129, 1.727)  0.11
H (-7.809, -1.191, 1.389)  0.12
H (-6.479, -3.353, 2.420)  0.09
H (-7.808, -3.586, 1.259)  0.11
H (-5.182, -2.553, -1.703)  0.11
H (-4.416, -1.927, -0.217)  0.08
C (4.237, 3.967, -0.102)  -0.22
C (5.217, 3.485, 0.977)  -0.21
C (5.321, 1.960, 0.851)  -0.22
S (4.981, 1.575, -0.874)  0.67
O (3.754, 0.814, -0.945)  -0.33
O (6.188, 1.113, -1.504)  -0.31
C (4.646, 3.252, -1.387)  -0.23
H (4.267, 5.048, -0.221)  0.12
H (3.217, 3.686, 0.171)  0.11
H (6.195, 3.935, 0.807)  0.12
H (4.895, 3.775, 1.976)  0.11
H (6.312, 1.595, 1.106)  0.10
H (4.573, 1.454, 1.459)  0.09
H (3.874, 3.251, -2.151)  0.09
H (5.570, 3.663, -1.790)  0.11
C (6.079, 2.608, -7.470)  -0.22
C (6.819, 3.372, -6.364)  -0.21
C (5.759, 4.068, -5.500)  -0.21
S (4.275, 3.060, -5.623)  0.67
O (3.250, 3.823, -6.291)  -0.32
O (4.025, 2.416, -4.355)  -0.33
C (4.942, 1.867, -6.773)  -0.22
H (6.736, 1.920, -7.998)  0.12
H (5.674, 3.312, -8.199)  0.12
H (7.388, 2.670, -5.754)  0.12
H (7.523, 4.093, -6.775)  0.12
H (6.058, 4.131, -4.458)  0.09
H (5.518, 5.059, -5.877)  0.11
H (4.159, 1.537, -7.451)  0.09
H (5.317, 1.023, -6.195)  0.11
C (2.079, 0.555, -12.194)  -0.22
C (2.050, 1.967, -11.592)  -0.21
C (2.947, 1.954, -10.346)  -0.22
S (4.184, 0.682, -10.637)  0.65
O (3.990, -0.375, -9.675)  -0.32
O (5.471, 1.303, -10.826)  -0.33
C (3.548, 0.142, -12.218)  -0.23
H (1.642, 0.531, -13.190)  0.12
H (1.511, -0.128, -11.560)  0.12
H (2.441, 2.680, -12.319)  0.12
H (1.038, 2.279, -11.342)  0.11
H (3.447, 2.906, -10.193)  0.10
H (2.390, 1.679, -9.453)  0.10
H (3.698, -0.929, -12.324)  0.11
H (4.096, 0.675, -12.993)  0.11
C (0.119, 3.121, 2.457)  -0.22
C (0.864, 3.880, 3.558)  -0.21
C (-0.168, 4.727, 4.304)  -0.21
S (-1.743, 3.874, 4.155)  0.69
O (-2.640, 4.685, 3.377)  -0.30
O (-2.138, 3.367, 5.447)  -0.32
C (-1.126, 2.528, 3.114)  -0.24
H (0.739, 2.342, 2.013)  0.10
H (-0.170, 3.814, 1.665)  0.13
H (1.327, 3.169, 4.245)  0.12
H (1.658, 4.504, 3.153)  0.11
H (0.073, 4.835, 5.357)  0.11
H (-0.280, 5.707, 3.846)  0.11
H (-1.894, 2.231, 2.406)  0.10
H (-0.864, 1.693, 3.754)  0.08

Computed properties:
Multiplicity = 1
LUMO = -0.1184 Eh
Net charge = +1